[1]
ORCA calculation (wB97M-V/def2-TZVPD) on a cluster of 8 separate species, C39H84N4O9 in total.

The value obtained for the LUMO energy is 0.399 eV. Its multiplicity is 1. The total energy comes out at -66191.1617 eV.

CARTESIAN COORDINATES (ANGSTROEM)
O  5.0392  0.7140  -0.9272
O  0.5168  2.1074  2.4907
O  -1.0561  0.3051  -2.4657
O  -3.7929  -2.3626  1.2996
O  5.6486  2.8863  -0.8515
O  -3.2369  -0.0877  -2.5677
O  -4.9599  -2.4152  3.2041
O  0.0711  0.1269  1.4389
O  1.9096  -3.1493  0.2660
N  -7.0830  -1.2221  -0.6128
N  1.5970  2.4534  -2.0551
N  -1.5140  -1.6192  0.1091
N  4.5137  0.5173  2.6776
C  2.8749  3.2918  -2.0682
C  4.8330  1.9180  2.1171
C  -2.6229  -2.5228  3.3019
C  3.5898  2.8396  4.0714
C  0.5124  4.3161  -0.5149
C  -6.1264  -4.0190  -0.6470
C  -7.1119  -3.5566  0.4266
C  4.2128  0.5044  4.0955
C  -0.2369  1.1933  2.1219
C  5.5936  -0.5227  2.2561
C  1.7557  5.0738  -0.5970
C  2.9155  -3.1911  -0.6766
C  3.7101  2.8898  2.5380
C  2.4425  0.9128  -3.8671
C  0.9270  -2.1505  -0.0588
C  6.5220  -2.8206  2.0351
C  -7.9383  -2.3251  0.0025
C  3.0938  1.4923  4.4624
C  0.3189  3.3003  -1.6490
C  -5.3097  -2.9738  -1.3577
C  -0.8453  -3.7693  -0.8505
C  1.8187  1.3912  -0.8940
C  1.8131  0.1086  -4.9894
C  3.2514  0.1389  1.8640
C  -6.1648  -0.5308  0.4136
C  -3.8958  -2.4163  2.6028
C  5.7521  1.6874  -1.1785
C  7.0628  1.1356  -1.8263
C  -0.4898  -2.6982  0.1522
C  -6.1620  -1.7976  -1.7783
C  -1.9419  -0.6248  -4.5243
C  -7.9919  -0.2063  -1.2193
C  1.3656  1.8386  -3.3571
C  -2.1050  -0.1321  -3.0721
C  -1.7187  1.3917  2.3043
C  -5.6823  1.9664  0.6948
C  -5.4130  0.7195  -0.0899
C  2.9563  4.1335  -0.7971
C  5.2594  -1.9966  2.5255
H  -1.5698  -1.2080  -0.8605
H  -1.0251  -3.3828  -1.8685
H  2.5170  0.9235  1.9058
H  3.3723  -4.1773  -0.6138
H  -6.7507  2.1165  0.8729
H  6.4012  -3.4042  1.0988
H  7.7093  1.8998  -2.2626
H  -1.9781  2.4269  2.3171
H  5.6746  -0.3398  1.1433
H  2.7955  1.0524  -0.9457
H  -1.7846  -4.2291  -0.6274
H  3.9165  -0.4877  4.3585
H  3.9934  3.9032  2.3165
H  4.9300  1.8722  1.0151
H  2.4591  -0.6045  -5.4066
H  2.7762  1.4539  5.5606
H  -6.9390  -0.3060  1.1677
H  3.5853  -2.3040  -0.6500
H  -8.5552  -1.8799  0.7815
H  3.7424  2.6525  -2.1125
H  -0.0236  -4.5435  -0.9036
H  6.7371  0.3940  -2.5178
H  2.8113  4.0037  -2.9348
H  3.5957  -0.0550  0.8048
H  -5.5427  -0.9820  -2.1676
H  5.0840  0.8602  4.6289
H  -5.3989  -1.2808  0.7277
H  -2.0643  -3.3189  2.7932
H  2.8180  -0.8188  2.1104
H  -2.8031  -2.6692  4.3754
H  1.0387  -1.1932  0.4560
H  2.5398  -3.0737  -1.6845
H  -5.3268  1.9208  1.6975
H  2.1691  1.3643  3.9151
H  -2.3270  0.1944  -5.1208
H  -0.4408  -3.1467  1.1919
H  -4.4227  -2.6734  -0.7663
H  0.4170  3.7723  0.4641
H  0.3688  1.2933  -3.2107
H  5.1190  -2.2040  3.6308
H  -2.1142  0.8902  3.1523
H  1.4574  0.7288  -5.8402
H  -0.3732  4.9697  -0.6467
H  -4.7863  -3.3355  -2.2207
H  -9.0062  -0.6975  -1.3173
H  0.0184  3.8278  -2.5947
H  0.9111  -1.9178  -1.1049
H  1.9018  5.6045  0.3122
H  6.4869  -0.2641  2.7895
H  -5.4727  -4.7946  -0.2836
H  -8.1355  0.6532  -0.5646
H  2.7642  3.5688  4.4409
H  4.5534  3.0249  4.5166
H  -7.8898  -4.3164  0.6103
H  -6.6322  -3.3739  1.4085
H  -0.8415  -0.7243  -4.6416
H  -8.6688  -2.7561  -0.7805
H  -2.2179  0.9032  1.5023
H  1.5523  1.8139  0.0691
H  0.9596  -0.3961  -4.5112
H  -6.8422  -2.2315  -2.5640
H  -2.4653  -1.8459  0.5871
H  -7.6203  -0.0281  -2.1977
H  -5.5017  1.0048  -1.1479
H  -2.5391  -1.5049  -4.6191
H  -5.1479  2.8384  0.2009
H  6.8049  -3.4893  2.8943
H  2.7897  0.2462  -3.0616
H  5.7722  2.1521  2.6060
H  1.8883  5.7950  -1.3947
H  7.6827  0.5762  -1.0608
H  -4.3566  0.4355  -0.0156
H  -1.1400  -0.8341  0.7181
H  1.1323  0.5591  -1.1415
H  3.1391  3.4394  0.0353
H  -6.6704  -4.6501  -1.3754
H  4.3661  -2.3450  2.0066
H  3.9011  4.7619  -0.8626
H  -2.0371  -1.6446  3.0312
H  7.4160  -2.0999  1.9036
H  1.2081  2.6963  -3.9914
H  -0.4352  2.5465  -1.4001
H  3.3487  1.3887  -4.1782
H  2.7428  2.7594  2.0734

Force components x, y, z for each atom (eV/Å):
O -2.8 -1.0 0.9
O 0.6 -0.5 0.0
O -0.5 -0.9 -0.4
O 0.1 0.3 0.4
O -0.5 -0.3 -0.2
O -0.7 -0.6 0.0
O -0.7 0.1 0.3
O 0.0 1.6 1.5
O -1.6 0.8 0.4
N 1.1 -0.5 -1.4
N 0.8 0.6 3.3
N 0.6 1.2 0.1
N -1.4 -1.0 -3.2
C -1.2 1.7 0.0
C -0.6 -0.2 0.2
C 1.3 -0.3 0.4
C -2.5 1.5 0.0
C -2.2 -1.5 -0.2
C -0.6 -1.5 -0.6
C -0.2 0.7 1.1
C -1.1 0.7 1.1
C -0.3 -0.8 -1.5
C -1.5 0.6 -1.0
C 2.4 -0.4 -0.3
C 0.8 0.5 -1.0
C 1.1 0.3 1.3
C -0.1 -0.5 0.4
C -0.7 0.1 -0.1
C 0.9 0.7 1.1
C 0.1 -1.3 -1.4
C -0.2 -0.5 1.2
C 0.8 -0.3 -1.3
C 0.9 1.1 1.3
C 1.0 -0.7 -0.8
C -2.9 0.5 -1.8
C -1.3 0.7 0.4
C 1.1 -0.9 -1.5
C -0.6 -0.7 -0.2
C -1.1 -0.1 -2.0
C 3.5 0.0 0.0
C 0.8 0.7 1.0
C 0.3 -0.9 1.6
C -1.0 -0.7 -0.1
C 1.2 1.0 1.6
C -1.8 -1.4 0.5
C -1.6 -0.6 0.4
C 0.7 1.1 0.7
C 0.1 -0.2 -0.2
C 0.2 1.2 -0.2
C 0.6 -0.6 -0.5
C 1.4 0.4 0.2
C 0.8 -0.4 0.5
H -0.2 -0.3 0.9
H 0.5 0.3 0.3
H -0.2 -0.1 0.1
H 0.6 0.3 0.1
H -0.1 0.4 -0.6
H -0.1 0.5 0.7
H -0.1 -0.1 -0.2
H -0.2 0.7 0.2
H 0.3 -0.2 1.2
H 2.1 -0.4 0.0
H -0.5 -0.6 0.6
H 0.2 -0.7 0.3
H 0.5 0.4 -0.6
H 0.1 -0.3 0.7
H 1.0 -1.1 -0.4
H 0.9 -0.3 -1.3
H 0.9 0.1 0.3
H 0.3 -0.6 0.6
H 0.3 0.0 0.2
H 0.0 -0.2 -0.3
H -1.0 0.8 0.1
H 0.1 -0.5 -0.8
H 0.0 -0.9 0.4
H -0.1 0.8 1.0
H -0.3 0.0 0.1
H 0.5 -0.4 0.2
H -0.9 0.3 0.3
H -0.1 -0.2 0.6
H -0.1 -0.1 1.0
H 0.6 0.1 -0.4
H 0.4 -0.5 0.3
H -0.5 -0.4 -0.5
H 0.7 -0.2 0.9
H -0.2 -0.6 -0.2
H 0.0 -0.1 -0.4
H -0.6 0.5 -1.0
H -0.9 0.2 0.3
H 0.2 0.6 -0.7
H 1.3 0.5 -0.5
H 0.1 0.4 -1.2
H -0.1 -0.3 1.2
H 0.0 -0.2 0.7
H 0.3 -0.3 0.5
H -0.3 -0.5 -0.9
H 1.1 0.6 -0.1
H 0.3 -0.5 0.8
H 0.7 0.1 -1.0
H 0.2 0.6 0.8
H 0.6 0.3 0.2
H 0.5 0.0 0.8
H 0.4 0.0 -0.3
H 1.7 -0.7 -0.7
H 0.3 0.5 0.4
H 0.5 0.0 -0.1
H 0.1 0.0 -0.6
H -1.1 -0.4 -0.5
H 1.2 1.3 0.7
H -0.5 -0.2 -1.0
H 0.0 0.1 -0.1
H 0.3 0.0 -0.6
H 0.2 1.0 0.7
H 0.1 -0.7 -0.5
H 0.2 0.9 -0.7
H -0.4 -0.7 0.1
H -0.1 -0.7 -0.5
H -1.0 -0.8 0.6
H -0.1 0.3 -1.1
H -0.3 0.0 -0.2
H 0.3 0.5 -0.1
H -0.8 0.3 -0.4
H -0.8 0.7 -0.5
H -0.1 0.3 -0.1
H 0.3 -0.1 -0.4
H 0.1 0.5 0.3
H -0.2 0.4 -0.1
H -0.3 0.7 -0.2
H 0.0 0.2 0.0
H -1.0 -0.9 0.0
H 0.1 0.3 0.6
H -1.3 -1.2 0.0
H 0.0 0.1 -0.7
H 0.1 0.1 -0.2
H 0.5 0.7 -0.3
H -0.1 -0.4 -0.1

***

[2]
ORCA calculation (wB97M-V/def2-TZVPD) on the ion C2H4NO5S2 with charge -1.

The value obtained for the LUMO energy is 2.657 eV. Its charge is -1. As for the SMILES: O=CCS(=O)(=O)N=[S@@H](=O)[O-]. For the energy relative to the best compared isomer or geometry (same formula, charge and spin), the calculation gives 4.205 eV. Its multiplicity is 1. The total energy comes out at -35532.7854 eV.

CARTESIAN COORDINATES (ANGSTROEM)
S  0.5393  -0.8820  -0.8645
S  1.2264  -0.0996  1.8463
O  -2.8565  -0.3857  -0.7987
O  1.2511  -1.2689  -2.2196
O  2.4650  -0.0969  2.8251
O  -0.3665  -2.1304  -0.5310
O  0.7496  1.3955  1.6999
N  1.8187  -0.6673  0.3046
C  -0.4560  0.6674  -1.2381
C  -1.9321  0.5693  -0.5111
H  0.2657  -0.9226  2.4572
H  0.1402  1.6214  -0.8631
H  -2.2540  1.3721  0.3056
H  -0.5909  0.8278  -2.4126

Force components x, y, z for each atom (eV/Å):
S 1.6 -6.7 -3.1
S 5.1 5.0 0.6
O 6.0 6.1 1.6
O -1.8 2.5 4.3
O -4.4 -1.0 -3.2
O 2.2 5.1 0.0
O 0.0 -5.1 0.3
N -3.7 0.7 1.0
C -1.3 1.8 0.1
C -4.2 -4.1 -1.3
H 0.5 0.6 -0.8
H -1.3 -2.3 -0.4
H 1.0 -1.6 -1.7
H 0.3 -1.0 2.6

***

[3]
ORCA calculation (wB97M-V/def2-TZVPD) on the molecule C21H26N4O3.

The value obtained for the LUMO energy is 0.499 eV. As for the SMILES: Cc1ccccc1C(=O)Nc1ccnn1C1CCN(C(=O)[C@H]2CCOC2)CC1. For the energy relative to the best compared isomer or geometry (same formula, charge and spin), the calculation gives 1.662 eV. Its multiplicity is 1. The total energy comes out at -34302.5709 eV.

CARTESIAN COORDINATES (ANGSTROEM)
O  -3.1459  -3.8557  -0.1469
O  1.2762  2.0918  0.1731
O  -4.7333  -1.5974  3.0027
N  0.5422  0.0079  -1.9971
N  -2.3818  -1.8563  -0.8142
N  2.6137  1.1112  -1.3744
N  -0.2431  -0.1362  -3.0630
C  0.2486  -0.6408  -0.7381
C  -0.9788  -0.0177  -0.0618
C  2.3903  1.8097  -0.2123
C  -3.2322  -2.6401  -0.1184
C  5.9911  2.6305  1.9198
C  1.5083  1.1375  -3.6239
C  5.7868  1.3844  1.3525
C  4.6206  1.1375  0.6529
C  -2.2639  -0.4169  -0.7880
C  -1.3043  -2.4709  -1.5651
C  0.0443  -2.1505  -0.9208
C  -3.7400  -1.3931  2.0317
C  -5.3099  -2.8519  2.7051
C  5.0267  3.6142  1.7930
C  0.3237  0.5309  -4.0480
C  3.6485  2.1258  0.5210
C  -4.3136  -1.9367  0.6998
C  2.8168  4.4636  0.9750
C  3.8426  3.3832  1.1045
C  -5.4012  -2.9171  1.1734
C  1.6124  0.7840  -2.2922
H  2.6550  4.7145  -0.0729
H  -1.4740  -3.5485  -1.5722
H  -4.6643  -3.6577  3.0825
H  -5.1941  -3.9204  0.8047
H  1.1235  -0.4752  -0.1012
H  0.8458  -2.5635  -1.5353
H  -1.3238  -2.0805  -2.5859
H  6.9004  2.8347  2.4649
H  -0.8669  1.0662  -0.0473
H  -6.2772  -2.8999  3.2049
H  0.0900  -2.6184  0.0642
H  2.1837  1.7439  -4.1912
H  -0.1334  0.5574  -5.0168
H  1.8643  4.1247  1.3765
H  -2.2112  -0.0667  -1.8247
H  -6.3841  -2.6019  0.8273
H  3.5569  1.0992  -1.7355
H  -1.0165  -0.3713  0.9697
H  -3.5086  -0.3274  2.0131
H  -3.1212  0.0420  -0.3016
H  6.5303  0.6085  1.4545
H  4.4503  0.1584  0.2264
H  3.1311  5.3588  1.5051
H  -2.8312  -1.9575  2.2962
H  5.1920  4.5832  2.2411
H  -4.7619  -1.1335  0.1132

Force components x, y, z for each atom (eV/Å):
O 0.0 -0.4 0.2
O 0.0 0.1 0.0
O -0.1 0.2 0.1
N 0.7 0.4 -0.2
N 0.2 -0.1 -0.3
N 0.2 -0.2 -0.2
N -0.6 -0.2 -0.3
C -0.2 -0.3 0.6
C 0.0 0.1 -0.3
C 0.1 0.0 -0.1
C -0.4 0.3 0.0
C 0.0 -0.1 0.0
C 0.1 0.0 0.3
C 0.1 0.0 0.0
C -0.1 0.0 0.0
C 0.0 0.4 0.2
C 0.2 -0.5 -0.2
C -0.1 0.1 -0.2
C 0.2 0.1 -0.2
C -0.1 -0.3 -0.1
C 0.0 0.0 0.0
C 0.3 0.0 0.2
C 0.2 0.0 0.3
C 0.0 -0.2 0.1
C -0.2 0.1 0.1
C 0.0 -0.1 0.0
C 0.0 0.0 0.2
C -0.2 0.2 -0.4
H -0.1 0.1 0.0
H 0.0 0.2 0.0
H -0.1 0.0 0.0
H 0.0 0.1 0.0
H -0.1 0.0 -0.2
H 0.1 0.0 0.0
H 0.0 -0.2 0.2
H 0.1 0.0 0.0
H 0.0 0.0 0.0
H 0.1 -0.1 0.0
H 0.0 0.0 0.0
H 0.2 0.2 -0.1
H -0.1 0.0 -0.2
H 0.0 0.1 0.0
H -0.2 0.0 0.2
H 0.0 0.0 0.0
H -0.1 0.0 0.1
H 0.0 0.0 0.1
H 0.1 0.0 0.0
H 0.0 0.0 0.0
H 0.1 -0.1 0.0
H 0.0 -0.1 0.0
H 0.0 0.1 0.0
H 0.0 0.1 0.0
H 0.0 0.1 0.0
H 0.1 0.0 0.1

***

What is the multiplicity in the first record?
1

***

What is the formula in the third record?
C21H26N4O3

***

Which value of multiplicity does entry 3 give?
1

***

Copy entry 2 word for word.
ORCA calculation (wB97M-V/def2-TZVPD) on the ion C2H4NO5S2 with charge -1.

The value obtained for the LUMO energy is 2.657 eV. Its charge is -1. As for the SMILES: O=CCS(=O)(=O)N=[S@@H](=O)[O-]. For the energy relative to the best compared isomer or geometry (same formula, charge and spin), the calculation gives 4.205 eV. Its multiplicity is 1. The total energy comes out at -35532.7854 eV.

CARTESIAN COORDINATES (ANGSTROEM)
S  0.5393  -0.8820  -0.8645
S  1.2264  -0.0996  1.8463
O  -2.8565  -0.3857  -0.7987
O  1.2511  -1.2689  -2.2196
O  2.4650  -0.0969  2.8251
O  -0.3665  -2.1304  -0.5310
O  0.7496  1.3955  1.6999
N  1.8187  -0.6673  0.3046
C  -0.4560  0.6674  -1.2381
C  -1.9321  0.5693  -0.5111
H  0.2657  -0.9226  2.4572
H  0.1402  1.6214  -0.8631
H  -2.2540  1.3721  0.3056
H  -0.5909  0.8278  -2.4126

Force components x, y, z for each atom (eV/Å):
S 1.6 -6.7 -3.1
S 5.1 5.0 0.6
O 6.0 6.1 1.6
O -1.8 2.5 4.3
O -4.4 -1.0 -3.2
O 2.2 5.1 0.0
O 0.0 -5.1 0.3
N -3.7 0.7 1.0
C -1.3 1.8 0.1
C -4.2 -4.1 -1.3
H 0.5 0.6 -0.8
H -1.3 -2.3 -0.4
H 1.0 -1.6 -1.7
H 0.3 -1.0 2.6